19
Properties=species:S:1:pos:R:3:nbo_charge:R:1 method="wB97M-V/def2-TZVPD" e_homo_ev=-13.7 charge=+1 smiles=NCCCC[NH3+] total_energy_ha=-269.45339 de_lowest_kcal_mol=29.7 e_lumo_ev=-3.42
N 0.6143 0.0121 1.6859 -0.894
C 0.1397 1.1729 0.9413 -0.274
C -1.0795 0.9241 0.0533 -0.434
C -1.2507 -0.4358 -0.6191 -0.439
C -0.0469 -1.3479 -0.7906 -0.212
N 1.2149 -0.5769 -1.0885 -0.685
H 0.1826 -0.0724 2.5904 0.393
H 1.6135 -0.0248 1.8799 0.376
H -0.1114 2.0220 1.5836 0.228
H 1.0122 1.6878 0.4764 0.188
H -1.0098 1.6730 -0.7310 0.219
H -1.9599 1.2286 0.6356 0.246
H -1.9619 -1.0150 -0.0349 0.251
H -1.7268 -0.2524 -1.5776 0.229
H 0.1605 -1.9438 0.0825 0.248
H -0.2331 -1.9690 -1.6579 0.225
H 2.0408 -1.1628 -1.1088 0.444
H 1.2954 0.1312 -0.3567 0.455
H 1.1060 -0.0509 -1.9639 0.434